C6H40O14 | ωB97M-V with the def2-TZVPD basis set

Element x y z (Å)
C  -0.89  0.55  -3.12
C  -1.21  -0.32  -1.89
C  -0.36  0.14  -0.64
C  -1.15  0.71  0.50
C  -2.23  1.56  0.21
C  -0.71  0.43  1.90
H  -0.92  0.05  -4.09
H  0.15  0.87  -3.08
H  -1.56  1.40  -3.11
H  -2.28  -0.28  -1.72
H  -0.89  -1.34  -2.08
H  0.10  -0.77  -0.27
H  0.49  0.74  -0.99
H  -3.07  1.88  0.81
H  -2.41  1.79  -0.84
H  -0.23  -0.53  2.09
H  -0.17  1.29  2.28
H  -1.58  0.33  2.56
H  -1.99  -2.20  1.70
H  -3.26  -2.71  2.42
O  -2.94  -2.02  1.83
H  2.36  1.12  3.44
H  2.39  2.72  3.30
O  1.85  1.98  3.59
H  0.07  3.49  1.56
H  1.17  2.44  1.97
O  0.78  2.94  1.21
H  0.78  -3.09  1.22
H  0.36  -3.33  2.72
O  0.06  -2.99  1.87
H  -3.75  -0.40  0.26
H  -5.03  0.01  0.83
O  -4.53  0.11  0.00
H  1.22  4.52  -1.51
H  1.62  3.69  -0.22
O  1.66  3.72  -1.19
H  -3.28  -3.67  -0.28
H  -2.76  -2.22  -0.17
O  -2.77  -2.99  -0.74
H  4.02  0.02  3.40
H  2.90  -0.26  2.41
O  3.10  -0.27  3.38
H  0.90  -2.70  -2.28
H  2.08  -3.38  -3.03
O  1.76  -2.53  -2.71
H  -1.15  3.94  -2.46
H  0.20  3.19  -2.18
O  -0.23  3.88  -2.74
H  1.43  0.81  0.99
H  2.90  0.69  0.27
O  2.24  0.32  0.91
H  3.04  2.52  -1.10
H  3.40  1.08  -1.71
O  3.60  1.73  -1.03
H  2.18  -2.69  -0.94
H  2.23  -1.72  0.18
O  2.05  -2.66  0.04
H  -1.30  -3.62  -1.48
H  -0.08  -4.11  -0.70
O  -0.37  -3.89  -1.59

Computed properties:
HOMO-LUMO gap (alpha / beta) (eV): 9.6 / 6.2
Multiplicity: 2
Charge: +1
<S²>: 0.753
Lowest unoccupied orbital energy (alpha / beta) (eV): -4.325 / -7.806

Löwdin population analysis, charges in e, atoms 1 to 4:
1. C -0.068
2. C -0.189
3. C -0.113
4. C -0.164